Entry 1:
ORCA calculation (ωB97M-V with the def2-TZVPD basis set) on C3H5CuO4 as an isolated structure at a distorted geometry.

Element x y z (Å)
1 O 0.83 0.38 -0.81
2 C 0.32 0.34 0.40
3 C 1.69 -0.75 -1.03
4 O -0.47 1.17 0.83
5 O 0.81 -0.64 1.13
6 C 1.72 -1.43 0.35
7 Cu -2.32 0.66 0.61
8 H 2.67 -0.38 -1.35
9 H 1.24 -1.37 -1.81
10 H 2.70 -1.40 0.83
11 H 1.34 -2.46 0.33
12 O -2.03 0.08 -1.07
13 H -1.56 -0.73 -1.28

The value obtained for the LUMO energy (spin up / spin down) is 0.27 / -0.80 eV. Its HOMO energy (spin up / spin down) is -5.770 / -9.770 eV. The energy relative to the best compared isomer or geometry (same formula, charge and spin) is 0.0 kcal/mol. The spin multiplicity is 3.

=====

Entry 2:
ORCA calculation (ωB97M-V with the def2-TZVPD basis set) on C6H13P as an isolated structure at a distorted geometry.

Element x y z (Å)
1 C 3.20 -0.91 0.09
2 C -1.02 1.70 -0.04
3 C -0.25 -0.37 -1.40
4 C -1.96 -0.57 0.41
5 C 0.37 -0.12 0.92
6 C -0.73 0.18 -0.01
7 P 2.52 0.63 0.12
8 H 4.32 -0.99 -0.07
9 H 2.74 -1.66 0.61
10 H -2.02 1.94 -0.53
11 H -0.21 1.98 -0.78
12 H -0.95 2.18 0.94
13 H -1.06 -0.57 -1.99
14 H 0.54 -1.11 -1.10
15 H 0.37 0.35 -1.82
16 H -1.72 -1.69 0.44
17 H -2.28 -0.25 1.48
18 H -2.89 -0.27 -0.21
19 H 0.47 0.69 1.71
20 H 0.57 -1.15 1.22

The value obtained for the LUMO energy is 0.21 eV. Its HOMO energy is -8.450 eV. The energy relative to the best compared isomer or geometry (same formula, charge and spin) is 69.5 kcal/mol.

=====

Entry 3:
ORCA calculation (ωB97M-V with the def2-TZVPD basis set) on C25H58Br12N6O11P2 as an isolated structure at a distorted geometry.

Element x y z (Å)
1 C 8.32 -10.22 -1.33
2 Br 10.10 -9.90 -0.40
3 Br 7.67 -8.49 -1.95
4 Br 6.98 -11.24 -0.12
5 H 8.51 -10.87 -2.19
6 C 5.65 -6.36 -7.81
7 Br 7.03 -6.70 -6.57
8 Br 4.56 -7.94 -8.17
9 Br 6.33 -5.92 -9.54
10 H 5.03 -5.54 -7.46
11 C 11.10 -6.49 -3.03
12 Br 12.94 -7.00 -3.63
13 Br 10.22 -5.38 -4.40
14 Br 11.05 -5.57 -1.33
15 H 10.57 -7.44 -3.07
16 C 6.86 -10.69 -5.96
17 Br 6.60 -11.03 -7.93
18 Br 8.09 -12.14 -5.29
19 Br 5.18 -10.75 -4.87
20 H 7.28 -9.68 -5.93
21 O 15.40 -14.63 -7.70
22 P 15.89 -13.24 -7.79
23 N 17.55 -13.12 -7.20
24 C 18.52 -14.16 -7.74
25 C 18.16 -12.05 -6.39
26 N 14.90 -12.09 -6.94
27 C 13.64 -11.79 -7.60
28 C 14.93 -12.08 -5.46
29 N 16.00 -12.57 -9.42
30 C 14.92 -13.03 -10.36
31 C 16.50 -11.20 -9.70
32 H 18.04 -15.14 -7.74
33 H 19.41 -14.11 -7.12
34 H 18.85 -13.85 -8.73
35 H 18.68 -12.41 -5.49
36 H 17.27 -11.52 -6.05
37 H 18.89 -11.39 -6.86
38 H 13.81 -11.17 -8.48
39 H 13.15 -12.70 -7.95
40 H 12.96 -11.18 -7.01
41 H 14.14 -12.68 -5.02
42 H 15.92 -12.49 -5.25
43 H 14.91 -11.04 -5.13
44 H 14.39 -13.90 -9.97
45 H 14.08 -12.35 -10.51
46 H 15.30 -13.22 -11.36
47 H 17.55 -11.09 -9.41
48 H 15.95 -10.47 -9.12
49 H 16.30 -10.96 -10.75
50 O 11.25 -13.43 -2.44
51 P 10.55 -14.62 -2.92
52 N 10.91 -15.92 -1.88
53 C 10.16 -17.16 -1.87
54 C 12.18 -15.99 -1.20
55 N 11.22 -15.10 -4.44
56 C 11.35 -14.08 -5.47
57 C 11.31 -16.52 -4.86
58 N 8.84 -14.53 -3.05
59 C 8.13 -13.77 -1.98
60 C 7.92 -15.31 -3.93
61 H 9.11 -16.94 -2.07
62 H 10.09 -17.61 -0.88
63 H 10.47 -17.90 -2.61
64 H 12.47 -14.98 -0.91
65 H 12.89 -16.49 -1.87
66 H 12.05 -16.50 -0.25
67 H 10.90 -13.15 -5.13
68 H 12.36 -13.95 -5.86
69 H 10.71 -14.39 -6.30
70 H 11.68 -16.51 -5.89
71 H 11.93 -17.18 -4.25
72 H 10.34 -17.01 -4.78
73 H 7.59 -14.39 -1.26
74 H 8.79 -13.11 -1.43
75 H 7.52 -13.01 -2.45
76 H 7.07 -14.69 -4.18
77 H 7.60 -16.26 -3.51
78 H 8.44 -15.61 -4.84
79 C 17.94 -9.86 -3.73
80 O 16.94 -10.57 -3.09
81 C 15.98 -9.90 -2.36
82 O 15.92 -8.68 -2.28
83 O 15.12 -10.73 -1.87
84 C 14.10 -10.23 -1.00
85 H 18.53 -9.33 -3.00
86 H 17.53 -9.12 -4.42
87 H 18.67 -10.43 -4.30
88 H 13.33 -10.97 -0.80
89 H 13.62 -9.33 -1.39
90 H 14.63 -9.94 -0.10
91 C 10.58 -8.04 -7.31
92 O 11.21 -9.14 -6.76
93 C 11.03 -9.42 -5.51
94 O 10.10 -9.10 -4.79
95 O 12.02 -10.23 -5.13
96 C 11.99 -10.87 -3.84
97 H 10.67 -8.09 -8.40
98 H 10.89 -7.05 -6.96
99 H 9.52 -8.08 -7.06
100 H 12.45 -11.86 -3.92
101 H 11.00 -11.10 -3.45
102 H 12.54 -10.30 -3.09
103 C 10.34 -12.17 -8.83
104 O 9.49 -11.51 -9.67
105 C 9.36 -11.90 -11.01
106 O 10.17 -12.58 -11.67
107 O 8.20 -11.46 -11.48
108 C 7.67 -11.95 -12.72
109 H 10.54 -11.65 -7.90
110 H 11.36 -12.27 -9.20
111 H 9.98 -13.18 -8.63
112 H 6.64 -11.63 -12.88
113 H 7.59 -13.03 -12.67
114 H 8.26 -11.59 -13.56

The value obtained for the LUMO energy (spin up / spin down) is 1.61 / 1.61 eV. Its HOMO energy (spin up / spin down) is -1.566 / -5.765 eV. Its charge is -1. The spin multiplicity is 2.

=====

Entry 4:
ORCA calculation (ωB97M-V with the def2-TZVPD basis set) on a 13-piece molecular cluster, C4H33NO14 overall at a distorted geometry.

Element x y z (Å)
1 C -1.79 0.01 0.23
2 C -1.09 1.02 -0.59
3 N 0.22 0.85 -1.01
4 C 1.15 -0.12 -0.41
5 C 2.61 0.32 -0.81
6 O 3.24 1.34 -0.03
7 O -1.72 2.04 -0.93
8 H -1.28 -0.93 0.41
9 H -1.84 0.56 1.23
10 H -2.86 -0.14 0.05
11 H 0.68 1.76 -1.28
12 H 1.06 -0.18 0.75
13 H 0.96 -1.09 -0.85
14 H 2.58 0.72 -1.87
15 H 3.24 -0.50 -0.53
16 H 2.60 1.94 0.42
17 H -1.60 2.31 -4.22
18 H -1.54 2.35 -2.68
19 O -1.15 1.87 -3.48
20 H -0.47 0.12 3.87
21 H -1.21 1.30 4.76
22 O -0.72 1.08 3.99
23 H 0.66 -0.27 -2.85
24 H 1.14 0.32 -4.10
25 O 1.18 -0.56 -3.61
26 H -0.82 -4.15 -1.92
27 H 0.63 -3.80 -2.25
28 O 0.08 -4.11 -1.54
29 H -1.75 -1.48 -3.35
30 H -3.31 -1.57 -3.44
31 O -2.57 -1.73 -2.86
32 H -0.22 -3.46 0.17
33 H -0.86 -3.67 1.76
34 O -0.37 -3.23 1.08
35 H -2.22 2.82 1.06
36 H -3.44 2.48 0.23
37 O -3.18 2.79 1.10
38 H 0.67 3.19 1.09
39 H 1.97 3.60 1.61
40 O 1.57 3.29 0.77
41 H 0.92 1.74 3.68
42 H 2.13 1.23 3.03
43 O 1.77 2.08 3.31
44 H 0.51 -1.85 2.97
45 H 1.46 -0.72 3.33
46 O 0.56 -0.88 3.02
47 H 3.33 0.56 1.49
48 H 3.82 0.12 2.78
49 O 3.07 -0.08 2.21
50 H -2.48 -4.58 -0.43
51 H -3.12 -4.20 -1.80
52 O -2.49 -4.80 -1.37

The value obtained for the LUMO energy is 0.14 eV. Its HOMO energy is -10.028 eV. The energy relative to the best compared isomer or geometry (same formula, charge and spin) is 81.1 kcal/mol.

=====

Entry 5:
ORCA calculation (ωB97M-V with the def2-TZVPD basis set) on an isolated ion of composition C2H8NOS and charge +1 at a distorted geometry.

Element x y z (Å)
1 C -0.90 -0.06 1.66
2 C 0.11 -0.63 -0.46
3 N -0.43 0.51 0.31
4 O 1.64 0.81 -1.96
5 S 0.37 -0.22 -2.40
6 H -1.14 -1.08 1.56
7 H -0.06 0.07 2.33
8 H -1.65 0.58 2.04
9 H 1.20 -0.86 -0.27
10 H -0.57 -1.47 -0.35
11 H 0.21 1.25 0.28
12 H -1.17 0.67 -0.31
13 H 2.38 0.43 -2.44

The value obtained for the LUMO energy is -3.64 eV. Its SMILES is C[NH2+]CSO. Its HOMO energy is -13.660 eV. The energy relative to the best compared isomer or geometry (same formula, charge and spin) is 51.0 kcal/mol. Its charge is +1.

=====

Entry 6:
ORCA calculation (ωB97M-V with the def2-TZVPD basis set) on C15H20CrGeN4O2S4 as an isolated structure at a distorted geometry.

Element x y z (Å)
1 Cr 0.28 0.19 -0.21
2 S -4.12 -0.23 -1.53
3 C -2.52 -0.02 -1.11
4 S -1.80 1.50 -0.71
5 S -1.37 -1.33 -1.01
6 N -1.67 7.36 -1.52
7 C -0.78 6.28 -1.34
8 C -1.00 5.08 -2.00
9 C -0.11 4.02 -1.86
10 C 0.99 4.17 -1.03
11 C 1.24 5.37 -0.38
12 C 0.36 6.42 -0.54
13 S 2.10 2.79 -0.84
14 O 2.07 2.06 -2.09
15 O 3.37 3.36 -0.45
16 N 1.52 1.75 0.26
17 C 0.84 2.14 1.36
18 N 0.79 3.41 1.76
19 C -0.05 3.67 2.77
20 C -0.82 2.70 3.37
21 C -0.63 1.39 2.92
22 N 0.20 1.09 1.95
23 H -2.60 7.05 -1.76
24 H -1.69 7.99 -0.73
25 H -1.88 4.95 -2.63
26 H -0.27 3.08 -2.36
27 H 2.11 5.45 0.24
28 H 0.53 7.36 -0.03
29 H -0.10 4.71 3.08
30 H -1.51 2.92 4.16
31 H -1.16 0.55 3.37
32 C 4.73 -0.24 -0.52
33 Ge 3.46 -1.04 0.75
34 C 3.55 -0.08 2.49
35 C 4.41 -2.77 1.23
36 C 1.67 -1.39 0.07
37 H 5.74 -0.19 -0.10
38 H 4.42 0.76 -0.78
39 H 4.76 -0.83 -1.44
40 H 4.52 -0.24 2.98
41 H 2.77 -0.44 3.17
42 H 3.40 0.98 2.34
43 H 5.43 -2.56 1.58
44 H 4.48 -3.44 0.37
45 H 3.89 -3.31 2.03
46 H 1.22 -2.12 0.76
47 H 1.81 -1.91 -0.89

The value obtained for the LUMO energy (spin up / spin down) is 4.54 / 4.54 eV. Its HOMO energy (spin up / spin down) is -0.827 / -1.297 eV. The energy relative to the best compared isomer or geometry (same formula, charge and spin) is 3.7 kcal/mol. Its charge is -2. The spin multiplicity is 5.